# 1
{"formula": "C28H50P2SiY", "method": "ωB97M-V/def2-TZVPD", "species": ["Y", "P", "P", "Si", "C", "C", "C", "C", "C", "C", "C", "C", "C", "C", "C", "C", "C", "C", "C", "C", "C", "C", "C", "C", "C", "C", "C", "C", "C", "C", "C", "C", "H", "H", "H", "H", "H", "H", "H", "H", "H", "H", "H", "H", "H", "H", "H", "H", "H", "H", "H", "H", "H", "H", "H", "H", "H", "H", "H", "H", "H", "H", "H", "H", "H", "H", "H", "H", "H", "H", "H", "H", "H", "H", "H", "H", "H", "H", "H", "H", "H", "H"], "xyz": [[1.4425, -2.5862, -1.4660], [-2.1000, -2.5224, -2.5532], [4.0356, -2.5080, 0.0841], [-1.1968, -2.2144, 3.2850], [0.2083, -4.4442, -2.1544], [-0.2265, -3.2291, -3.1026], [3.0535, -0.9669, 0.2773], [-1.8871, 1.5573, -2.3056], [-1.9494, 0.6906, 0.7594], [0.8040, 1.2655, 2.0060], [-0.3164, -3.5583, 4.2400], [-0.7833, 1.6964, -1.3276], [3.3839, -2.2070, -3.0794], [-2.9357, -4.1355, -2.6232], [0.7051, -2.1203, -3.4537], [2.1105, -2.3882, -3.9915], [2.9398, -4.3233, -1.2996], [1.7186, -4.9462, -2.0978], [5.5412, -2.5109, 1.0067], [-0.8400, 1.3402, 0.0482], [-2.8734, -1.6699, -3.9792], [-1.0958, -0.6326, 4.2905], [0.4305, 1.6229, 0.6240], [1.2470, 2.2145, -0.3810], [0.1731, -2.2048, 0.4992], [2.6089, 2.7661, -0.2129], [-0.3509, -2.1026, 1.6347], [1.0134, 2.6906, -2.9085], [0.5126, 2.2163, -1.5988], [3.7056, -3.0157, -1.7608], [-3.0132, -2.6274, 3.0849], [2.9664, -4.0170, 0.2629], [6.0769, -1.5540, 0.9286], [0.1017, 1.6977, 2.7371], [3.7456, -0.0956, 0.3477], [-2.3955, 2.5186, -2.4867], [5.3436, -2.7203, 2.0727], [-2.3283, -4.8869, -3.1516], [-1.7026, 0.1774, 3.8616], [-3.6736, -1.0588, -3.5380], [6.1933, -3.3105, 0.6233], [2.4005, -0.7078, -0.5913], [0.5147, 2.1566, -3.7318], [-3.1246, -4.4722, -1.5882], [-3.8924, -4.0099, -3.1530], [0.8341, 3.7713, -3.0490], [3.5684, -1.1333, -2.8771], [2.1624, -3.3607, -4.5142], [0.7493, 0.1688, 2.1184], [3.6839, -5.1340, -1.4262], [1.9745, -3.8696, 0.7291], [-0.1636, -4.2849, -1.0936], [-0.3784, -5.3277, -2.5076], [-3.4868, -1.9727, 2.3418], [4.2126, -2.5223, -3.7329], [-0.5644, -4.5490, 3.8393], [-2.1936, -1.0115, -4.5380], [-0.6065, -3.5228, 5.2973], [2.5939, 3.8702, -0.2345], [-0.5851, -3.7301, -4.0336], [3.6227, -4.7519, 0.7717], [2.2637, -1.6111, -4.7710], [4.7692, -3.3039, -1.8361], [-3.1403, -3.6667, 2.7557], [-1.4824, -0.8375, 5.3026], [0.3084, -1.1277, -3.6845], [1.8165, 1.6069, 2.2551], [1.6116, -5.9331, -1.6127], [3.0550, 2.4647, 0.7435], [2.0976, 2.5170, -2.9911], [-0.0649, -0.2695, 4.3975], [-3.5459, -2.5054, 4.0395], [-2.6448, 0.8495, -1.9475], [-3.3211, -2.4184, -4.6466], [0.7698, -3.4203, 4.1694], [2.4242, -1.0013, 1.1955], [2.1119, -5.1138, -3.1156], [-1.5167, 1.1962, -3.2759], [-1.6978, -0.3748, 0.9091], [3.2712, 2.4355, -1.0283], [-2.1026, 1.1446, 1.7529], [-2.8903, 0.7623, 0.1969]], "mulliken_charge": [-1.817, 0.693, 0.428, -0.111, -0.775, -0.502, -0.400, -1.487, -0.596, -0.764, -1.048, 0.445, -0.440, -1.325, -0.132, -1.019, -0.822, -0.678, -1.125, 0.258, -1.281, -0.948, 0.683, 0.230, 0.634, -1.643, -0.375, -1.501, 0.724, -0.199, -1.035, -0.388, 0.380, 0.481, 0.465, 0.337, 0.390, 0.332, 0.268, 0.366, 0.398, 0.087, 0.337, 0.301, 0.467, 0.308, 0.132, 0.314, -0.446, 0.693, 0.428, 0.397, 0.529, 0.320, 0.450, 0.301, 0.282, 0.334, 0.338, 0.827, 0.536, 0.462, 0.575, 0.311, 0.450, 0.523, 0.283, 0.572, 0.341, 0.335, 0.306, 0.347, 0.209, 0.480, 0.285, 0.153, 0.355, 0.274, -0.364, 0.355, 0.249, 0.465], "e_homo_ev": [-9.10, -8.13], "charge": 1}

# 2
{"formula": "C6H10ClN", "method": "ωB97M-V/def2-TZVPD", "species": ["Cl", "N", "C", "C", "C", "C", "C", "C", "H", "H", "H", "H", "H", "H", "H", "H", "H", "H"], "xyz": [[-1.2876, 2.0791, 0.9871], [0.8958, 0.3811, 0.8734], [-2.3471, -0.5098, -0.8899], [0.0179, -1.4515, -0.4766], [1.7309, 1.5471, 1.0672], [1.2930, -0.6988, -0.0647], [-0.4777, 0.6480, 0.4210], [-1.0278, -0.4030, -0.2287], [1.6126, -0.1398, -0.9368], [1.7388, 2.3183, 0.2193], [2.7440, 1.0409, 0.9604], [-2.5094, -1.2357, -1.6937], [1.6222, 2.1076, 2.0557], [-0.0230, -1.7079, -1.5194], [-2.6998, 0.5353, -1.2305], [-3.0868, -0.7906, -0.1625], [-0.1535, -2.2934, 0.2404], [1.9575, -1.4269, 0.3782]], "mulliken_charge": [-0.198, -0.016, -1.319, -0.505, -0.918, -0.744, -0.127, 0.584, 0.410, 0.313, 0.351, 0.346, 0.255, 0.405, 0.296, 0.291, 0.220, 0.356], "e_homo_ev": -7.68, "smiles": "CC1=C(Cl)N(C)CC1"}

# 3
{"formula": "C14H7F3NO6S2", "method": "ωB97M-V/def2-TZVPD", "species": ["S", "S", "F", "F", "F", "O", "O", "O", "O", "O", "O", "N", "C", "C", "C", "C", "C", "C", "C", "C", "C", "C", "C", "C", "C", "C", "H", "H", "H", "H", "H", "H", "H"], "xyz": [[-6.0507, 0.9444, 1.8403], [-5.8828, -0.7925, -0.0840], [7.4887, -0.4438, -2.0049], [-4.8598, 0.1052, 2.4900], [-6.9181, -1.8310, -0.7326], [2.1463, -3.0217, -1.3601], [2.0203, 0.2200, 2.8482], [-6.7781, 1.3712, 3.0352], [-5.5142, -0.0223, -1.2661], [-4.8709, -1.7148, 0.4197], [-5.3439, 2.0207, 1.1565], [-6.8271, -0.1082, 0.9682], [0.7366, 0.2276, 0.5236], [2.1765, -1.7284, -0.9854], [4.9256, -1.1307, -1.5713], [3.5984, -0.9220, -0.6314], [-1.7878, 1.2212, -0.1892], [0.8017, -0.7942, -0.7987], [3.5337, 0.1048, 0.6863], [-1.7056, 0.2449, -1.5068], [4.8761, 0.9766, 1.0758], [-0.4633, -0.7863, -1.8435], [-0.5295, 1.2212, 0.8616], [6.2678, -0.2643, -1.1861], [6.1956, 0.7781, 0.1091], [2.0837, 0.2006, 1.5142], [-2.6939, 1.9609, 0.0351], [-0.4874, 1.8895, 1.8215], [4.8838, -1.8636, -2.4912], [-2.5936, 0.2769, -2.2726], [4.8794, 1.7071, 1.9922], [7.1619, 1.4280, 0.3581], [-0.4694, -1.4750, -2.8115]], "mulliken_charge": [1.145, 1.153, -0.278, -0.248, -0.299, -0.514, -0.514, -0.666, -0.588, -0.588, -0.559, -0.347, 0.365, 0.152, -0.443, 0.362, -0.250, 0.401, 0.267, -0.249, -0.422, -0.545, -0.469, 0.226, -0.343, 0.138, 0.295, 0.318, 0.309, 0.298, 0.336, 0.265, 0.295], "e_homo_ev": -6.93, "charge": -1}

# 4
{"formula": "C24H27F6N3OS2", "method": "ωB97M-V/def2-TZVPD", "species": ["S", "S", "F", "F", "F", "F", "F", "F", "O", "N", "N", "N", "C", "C", "C", "C", "C", "C", "C", "C", "C", "C", "C", "C", "C", "C", "C", "C", "C", "C", "C", "C", "C", "C", "C", "C", "H", "H", "H", "H", "H", "H", "H", "H", "H", "H", "H", "H", "H", "H", "H", "H", "H", "H", "H", "H", "H", "H", "H", "H", "H", "H", "H"], "xyz": [[0.4215, 0.2123, -2.3862], [0.9217, -2.4617, -3.7109], [-0.7281, -4.2625, 3.7122], [2.4854, 6.2863, 2.7051], [2.1953, 7.5310, 0.8937], [1.3769, 5.4779, 0.9916], [-1.9380, -6.0617, 4.1593], [-2.7216, -4.0409, 4.6063], [-4.1976, -1.0599, -3.7019], [-2.6170, -3.2435, 1.9939], [-1.3807, -1.1358, -3.9141], [4.0513, 4.4152, 1.3591], [-3.5795, -2.3318, -3.9134], [2.0799, 0.9612, -0.0504], [-2.1363, -2.3404, -3.4206], [1.4559, -0.2929, -0.5298], [-2.5863, -4.6539, 2.3208], [5.1235, 4.3700, 2.3194], [-1.0615, -1.4397, 2.0579], [-2.1021, 0.1498, -3.8429], [0.0390, -0.7736, 1.5508], [-0.0502, -1.1250, -3.4017], [-2.0038, -4.7903, 3.6984], [2.3027, 2.7991, 1.5177], [0.1554, -2.3628, -0.2560], [2.4539, 6.2643, 1.3309], [1.5535, 1.7717, 0.9731], [3.9518, 2.5254, -0.2398], [-3.7890, -2.4755, 2.3427], [0.5457, -1.1129, 0.2770], [3.2453, 1.4231, -0.7046], [-3.4867, -0.0383, -4.4136], [-1.5385, -2.6032, 1.4272], [-0.8648, -3.1098, 0.2987], [3.7241, 5.6980, 0.7577], [3.4714, 3.2427, 0.8786], [4.5453, 6.3894, 0.9861], [-3.7088, -2.0274, 3.3510], [5.8458, 5.1476, 2.0584], [-2.1391, 0.5078, -2.7942], [0.4738, -0.0001, 2.1771], [4.7546, 4.5569, 3.3445], [2.0166, 3.3184, 2.4259], [-4.0840, 0.8667, -4.2552], [-1.9377, -5.1857, 1.6191], [-2.1641, -2.3662, -2.3054], [-4.1845, -3.0381, -3.3239], [0.6187, -2.7461, -1.1785], [4.8790, 2.8580, -0.7136], [-1.2157, -4.0482, -0.1425], [-3.9334, -1.6730, 1.6033], [3.6083, 0.8918, -1.5951], [2.1133, -0.9056, -1.1897], [0.5519, 1.6314, 1.3782], [-4.6618, -3.1347, 2.2858], [-1.5232, 0.8625, -4.4449], [3.5410, 5.5533, -0.3142], [5.6381, 3.4007, 2.2843], [-3.4095, -0.2684, -5.4867], [-3.6076, -2.6075, -4.9834], [-3.6214, -5.0179, 2.3339], [-1.5572, -1.1413, 2.9807], [-1.6105, -3.2363, -3.7871]], "mulliken_charge": [-0.135, -0.280, -0.262, -0.280, -0.281, -0.237, -0.267, -0.283, -0.388, 0.387, -0.010, 0.444, -0.680, 0.295, -0.234, -0.099, -0.997, -0.973, -0.173, -0.594, -1.097, 0.231, 0.989, -0.100, -0.601, 0.884, -1.153, -0.704, -1.033, -0.067, -0.740, -0.740, 0.670, -1.068, -0.906, -0.241, 0.429, 0.305, 0.358, 0.403, 0.779, 0.254, 0.456, 0.335, 0.285, 0.010, 0.337, 0.470, 0.463, 0.310, 0.327, 0.371, 0.589, 0.838, 0.341, 0.447, 0.320, 0.335, 0.372, 0.333, 0.388, 0.380, 0.491], "e_homo_ev": -7.92, "smiles": "CN(CC(F)(F)F)c1ccc(C(SC(=S)N2CCOCC2)c2ccc(N(C)CC(F)(F)F)cc2)cc1"}

# 5
{"formula": "C3H5N5", "method": "ωB97M-V/def2-TZVPD", "species": ["N", "N", "N", "N", "N", "C", "C", "C", "H", "H", "H", "H", "H"], "xyz": [[1.0776, -1.1351, 2.2211], [-1.1286, -1.0037, -1.6745], [0.2890, 1.8122, -0.4899], [0.2700, -1.2691, 1.2097], [-0.1998, 1.0418, -1.5067], [-0.3359, -0.1196, -0.8299], [0.1580, -0.0762, 0.4781], [0.2695, 1.2057, 0.7394], [0.5110, 1.5523, 1.7493], [-0.9557, -2.1599, -1.7623], [0.3579, 2.7793, -0.2895], [1.3305, -2.2047, 2.6660], [-1.6437, -0.4229, -2.5107]], "mulliken_charge": [-0.562, -0.500, 0.152, -0.125, -0.784, 0.361, 0.388, -0.373, 0.399, 0.264, 0.252, 0.250, 0.277], "e_homo_ev": -8.26, "smiles": "[H]/N=N/c1c[nH]nc1N"}

# 6
{"formula": "C4H6N2O", "method": "ωB97M-V/def2-TZVPD", "species": ["O", "N", "N", "C", "C", "C", "C", "H", "H", "H", "H", "H", "H"], "xyz": [[1.4454, 0.7973, 1.2353], [1.9691, -1.4718, -1.4671], [-0.9642, -0.8479, 0.4491], [1.2163, 1.0393, 0.0995], [0.9932, 1.4756, -1.0784], [1.2559, -1.4614, -0.4975], [0.2448, -1.6846, 0.3331], [1.1958, 0.9357, -2.0231], [-0.7166, -0.0344, 1.0334], [0.2758, -2.4932, 0.9415], [-1.0489, -0.5169, -0.4934], [2.7681, -0.8707, -1.2767], [0.5570, 2.4486, -1.2104]], "mulliken_charge": [-0.381, -0.541, -0.642, 0.619, -0.889, 0.439, -0.589, 0.336, 0.314, 0.412, 0.350, 0.306, 0.265], "e_homo_ev": -8.77, "smiles": "N=C=CN.C=C=O"}